# 1
A cluster of 2 separate species, C6H13NO in total, computed with ωB97M-V with the def2-TZVPD basis set.

Geometry (Å):
C 0.74 1.62 2.11
N 0.90 0.73 0.88
C 0.29 -0.49 0.67
C 0.78 -1.07 -0.48
C 0.03 -1.73 -1.46
C -0.30 -3.00 -1.63
C -0.97 -0.88 1.26
H 0.20 2.60 1.73
H 1.71 1.90 2.53
H 0.02 1.10 2.92
H 1.96 0.75 0.61
H 1.62 -0.51 -0.93
H -0.76 -0.98 -1.81
H -1.14 -3.08 -2.33
H 0.23 -3.69 -0.97
H -1.16 -1.89 1.01
H -0.79 -0.82 2.49
H -1.85 -0.34 0.79
H -0.31 3.59 -0.93
H -1.76 3.49 -1.31
O -0.95 3.24 -1.59

Results
- E_tot: -9966.28286 eV
- Energy above the lowest of the compared OMol25 structures with the same formula, charge and spin: 472.0 kJ/mol
- HOMO: -7.171 eV
- LUMO level: 0.691 eV
- Multiplicity: 1

# 2
An isolated molecule of C3H6N2OS, computed with ωB97M-V with the def2-TZVPD basis set.

Geometry (Å):
C -0.23 -1.55 0.56
C 0.44 -0.32 1.07
C 0.38 1.14 -1.04
H -1.04 -1.88 1.25
H 0.53 -2.40 0.59
H -0.63 -1.52 -0.49
H 1.67 1.13 0.49
H -1.54 0.66 -0.38
H -1.36 1.59 -1.83
N 0.94 0.52 0.14
N -0.95 0.92 -1.19
O 1.10 1.75 -1.82
S 0.70 -0.05 2.65

Results
- E_tot: -19071.62223 eV
- Energy above the lowest of the compared OMol25 structures with the same formula, charge and spin: 52.5 kJ/mol
- HOMO: -8.868 eV
- LUMO level: -0.110 eV
- Multiplicity: 1

# 3
A structure of composition C27H27BF4IN5OSTi, computed with ωB97M-V with the def2-TZVPD basis set.

Geometry (Å):
Ti 0.41 0.26 0.73
C -4.25 -3.89 -1.28
C -4.74 -2.93 -0.19
N -3.76 -2.62 0.82
C -3.80 -3.35 2.07
C -2.94 -4.62 2.08
C -2.75 -1.70 0.53
S -1.61 -1.35 1.80
N -2.85 -1.17 -0.66
C -1.92 -0.33 -1.19
O -0.72 -0.19 -0.63
C -2.19 0.36 -2.40
C -3.42 0.21 -3.09
C -3.65 0.88 -4.27
C -2.69 1.74 -4.82
C -1.48 1.90 -4.14
C -1.22 1.23 -2.97
H -5.03 -4.05 -2.03
H -3.97 -4.86 -0.86
H -3.38 -3.45 -1.77
H -5.60 -3.38 0.32
H -5.06 -2.01 -0.66
H -4.85 -3.61 2.27
H -3.46 -2.69 2.87
H -3.29 -5.33 1.33
H -2.98 -5.10 3.06
H -1.91 -4.35 1.87
H -4.16 -0.45 -2.67
H -4.60 0.75 -4.78
H -2.89 2.27 -5.74
H -0.73 2.57 -4.55
H -0.28 1.37 -2.45
N 3.05 0.56 2.79
C 1.94 0.38 3.57
C 2.07 0.08 4.94
C 0.95 0.04 5.72
C -0.29 0.33 5.15
C -0.34 0.58 3.80
N 0.74 0.54 3.00
H 3.82 -0.07 2.96
H 2.89 0.73 1.80
H 3.06 -0.07 5.35
H 1.03 -0.18 6.78
H -1.20 0.34 5.74
H -1.28 0.79 3.31
I 3.56 -2.05 0.59
C 1.46 -1.66 1.02
H 1.32 -2.12 2.00
H 0.96 -2.32 0.30
N 8.21 3.96 -4.73
C 7.32 3.55 -4.11
C 6.22 3.04 -3.34
C 5.14 2.41 -3.97
C 4.09 1.92 -3.23
C 4.06 2.04 -1.83
C 5.15 2.68 -1.21
C 6.21 3.17 -1.95
C 2.98 1.54 -1.07
C 2.04 1.10 -0.42
H 5.15 2.31 -5.05
H 3.26 1.43 -3.72
H 5.14 2.78 -0.13
H 7.04 3.66 -1.46
F -0.57 3.45 3.03
B 0.02 3.33 1.77
F -0.56 2.12 1.14
F -0.28 4.41 0.96
F 1.39 3.11 1.87

Results
- ⟨S²⟩: 2.034
- E_tot: -91541.98014 eV
- Energy above the lowest of the compared OMol25 structures with the same formula, charge and spin: 30.1 kJ/mol
- HOMO (spin up / spin down): -0.029 / -2.831 eV
- LUMO level (spin up / spin down): 4.044 / 4.031 eV
- Net charge: -2
- Multiplicity: 3

# 4
A structure of composition C29H31GaN2O6S, computed with ωB97M-V with the def2-TZVPD basis set.

Geometry (Å):
Ga -0.53 -0.43 -0.84
O -0.13 -0.49 1.36
C -1.33 -0.18 2.09
C -2.30 0.55 1.10
O -3.35 0.97 1.52
O -1.88 0.67 -0.10
C -0.95 0.76 3.23
C -0.28 0.25 4.34
C 0.11 1.09 5.36
C -0.16 2.45 5.30
C -0.83 2.96 4.20
C -1.21 2.12 3.16
C -2.05 -1.42 2.58
C -3.21 -1.26 3.33
C -3.93 -2.36 3.75
C -3.51 -3.64 3.41
C -2.34 -3.81 2.69
C -1.61 -2.71 2.28
H 0.35 -1.18 1.83
H -0.08 -0.81 4.41
H 0.63 0.69 6.22
H 0.14 3.10 6.10
H -1.06 4.01 4.14
H -1.72 2.53 2.31
H -3.55 -0.27 3.56
H -4.82 -2.22 4.34
H -4.09 -4.50 3.71
H -2.00 -4.80 2.44
H -0.70 -2.88 1.71
O -0.80 0.17 -4.76
C -0.94 -0.49 -3.74
O -0.47 -0.04 -2.61
C -1.57 -1.84 -3.79
C -1.93 -2.26 -5.08
C -2.53 -3.47 -5.34
C -2.82 -4.30 -4.27
C -2.48 -3.92 -2.99
C -1.85 -2.70 -2.72
S -1.51 -2.50 -0.99
H -1.71 -1.57 -5.89
H -2.79 -3.75 -6.35
H -3.31 -5.25 -4.43
H -2.71 -4.56 -2.15
N 0.90 1.13 -0.64
C 1.39 2.18 -0.60
N 2.01 3.30 -0.51
C 1.88 4.35 -1.51
C 3.27 4.87 -1.91
C 4.35 3.86 -1.52
C 4.39 3.73 0.00
C 2.96 3.51 0.56
H 1.28 5.16 -1.09
H 1.35 3.94 -2.37
H 3.48 5.82 -1.41
H 3.30 5.06 -2.98
H 5.32 4.19 -1.88
H 4.13 2.90 -1.98
H 4.80 4.64 0.43
H 5.04 2.90 0.29
H 2.64 4.39 1.13
H 2.93 2.65 1.23
C 2.18 -2.57 -3.04
C 1.96 -2.65 -1.54
O 1.57 -1.40 -0.98
H 2.44 -3.55 -3.43
H 2.98 -1.88 -3.28
H 1.27 -2.24 -3.54
H 2.88 -2.98 -1.03
H 1.15 -3.35 -1.31
H 1.95 -0.69 -1.51

Results
- E_tot: -109055.54273 eV
- HOMO: -7.594 eV
- LUMO level: 0.106 eV
- Multiplicity: 1

# 5
A cluster of 15 separate species, C25H66N29O15 in total, computed with ωB97M-V with the def2-TZVPD basis set.

Geometry (Å):
O 0.15 -0.36 2.55
C -0.39 -1.39 1.84
N -1.57 -1.85 2.28
C -2.19 -2.87 1.65
C -1.64 -3.48 0.56
C -0.39 -3.03 0.07
C 0.25 -1.95 0.73
C 1.56 -1.43 0.20
C 2.55 -0.84 1.00
C 3.73 -0.36 0.40
C 3.87 -0.51 -0.97
C 2.91 -1.11 -1.78
C 1.73 -1.56 -1.20
H 0.25 -0.72 3.46
H -2.02 -1.41 3.08
H -3.17 -3.19 2.05
H -2.16 -4.29 0.06
H 0.12 -3.47 -0.78
H 2.37 -0.77 2.07
H 4.52 0.13 1.00
H 4.78 -0.15 -1.47
H 3.03 -1.26 -2.86
H 0.95 -2.01 -1.81
C -1.52 1.96 -0.40
O -1.45 0.98 -1.13
N -2.25 3.07 -0.71
N -0.87 2.02 0.80
H -2.31 3.88 -0.12
H -2.74 3.06 -1.59
H -0.33 1.22 1.05
H -0.91 2.81 1.42
C -6.28 0.93 -1.43
O -7.37 0.40 -1.57
N -5.11 0.25 -1.58
N -6.13 2.25 -1.13
H -4.19 0.66 -1.47
H -5.17 -0.73 -1.80
H -6.97 2.79 -1.01
H -5.24 2.70 -1.02
C 0.16 1.55 5.40
O 0.85 0.66 4.90
N -1.01 1.97 4.84
N 0.49 2.16 6.56
H -1.59 2.69 5.23
H -1.29 1.53 3.98
H 1.35 1.87 7.00
H -0.05 2.89 6.99
C 7.14 0.46 2.06
O 6.24 1.12 1.54
N 8.37 0.97 2.28
N 6.97 -0.84 2.45
H 9.12 0.45 2.70
H 8.54 1.92 2.01
H 6.06 -1.25 2.30
H 7.69 -1.39 2.87
C -5.97 -4.53 1.40
O -4.74 -4.47 1.37
N -6.76 -3.50 1.00
N -6.63 -5.63 1.84
H -7.76 -3.52 1.02
H -6.30 -2.67 0.66
H -6.07 -6.41 2.14
H -7.63 -5.70 1.88
C -3.53 -5.19 5.32
O -3.79 -5.88 6.28
N -4.27 -5.19 4.17
N -2.45 -4.33 5.30
H -4.08 -4.63 3.37
H -5.07 -5.80 4.15
H -1.87 -4.30 6.12
H -2.21 -3.76 4.52
C -6.57 1.59 -5.76
O -5.62 2.12 -6.32
N -7.76 1.37 -6.38
N -6.50 1.18 -4.46
H -8.54 0.93 -5.93
H -7.84 1.66 -7.33
H -5.64 1.33 -3.97
H -7.27 0.74 -3.97
C -1.88 1.15 -5.63
O -2.45 1.46 -4.59
N -0.73 0.42 -5.63
N -2.34 1.50 -6.86
H -0.23 0.15 -6.46
H -0.36 0.14 -4.74
H -3.19 2.04 -6.90
H -1.88 1.25 -7.72
C 11.97 2.27 2.70
O 10.85 1.78 2.58
N 13.11 1.55 2.51
N 12.16 3.58 3.04
H 14.03 1.93 2.61
H 13.00 0.58 2.26
H 11.34 4.14 3.18
H 13.06 4.00 3.14
C 1.03 5.54 1.32
O -0.07 5.03 1.18
N 2.19 4.84 1.16
N 1.19 6.86 1.63
H 3.10 5.24 1.27
H 2.10 3.86 0.93
H 0.35 7.40 1.75
H 2.08 7.30 1.75
C 1.79 3.10 10.03
O 0.79 2.75 9.41
N 2.28 2.39 11.08
N 2.49 4.23 9.71
H 3.10 2.66 11.60
H 1.79 1.56 11.35
H 2.15 4.77 8.93
H 3.31 4.53 10.20
C 0.35 -2.78 -8.07
O -0.38 -1.97 -8.61
N 1.69 -2.83 -8.31
N -0.11 -3.71 -7.18
H 2.31 -3.49 -7.87
H 2.07 -2.17 -8.95
H -1.09 -3.71 -6.98
H 0.48 -4.39 -6.72
C -6.10 -2.89 -4.74
O -7.21 -2.74 -5.20
N -5.25 -1.85 -4.50
N -5.60 -4.13 -4.43
H -4.33 -1.95 -4.12
H -5.59 -0.92 -4.72
H -6.19 -4.92 -4.60
H -4.68 -4.28 -4.05
C 4.88 0.37 -5.04
O 4.91 -0.59 -5.79
N 4.18 1.50 -5.32
N 5.54 0.38 -3.84
H 4.14 2.30 -4.71
H 3.68 1.53 -6.19
H 6.07 -0.44 -3.60
H 5.53 1.15 -3.21

Results
- E_tot: -100931.18933 eV
- Energy above the lowest of the compared OMol25 structures with the same formula, charge and spin: 0.0 kJ/mol
- HOMO: -10.632 eV
- LUMO level: -3.379 eV
- Net charge: +1
- Multiplicity: 1